Record 1
Computed, not measured: a 23-piece molecular cluster, C23H92O23 overall, with ωB97M-V/def2-TZVPD.

ΔE to the lowest compared entry with this formula, charge and spin (kcal/mol): 15.1

XYZ file:
```
138
C23H92O23, DFT ωB97M-V/def2-TZVPD
C 1.60761 1.26073 5.75805
O 0.56344 0.43350 6.20400
H 2.28919 1.43920 6.57605
H 2.19257 0.76807 4.97235
H 1.21569 2.14215 5.32110
H -0.06558 0.30341 5.44340
C 2.79176 -2.90474 -0.84314
O 1.59732 -3.56167 -0.16813
H 3.38503 -3.68055 -1.31610
H 2.37640 -2.15301 -1.47331
H 3.38651 -2.38667 -0.07261
H 1.06229 -2.83989 0.26423
C 0.24159 5.05512 0.85473
O -0.88809 4.80260 1.68508
H -0.16014 5.39430 -0.08376
H 0.86344 5.75739 1.39514
H 0.86299 4.18313 0.59528
H -0.69298 4.11841 2.32653
C -0.79394 1.42134 2.14935
O -0.54745 2.22585 3.27723
H 0.11932 0.89386 1.83756
H -1.45145 0.60199 2.44332
H -1.26117 2.00943 1.35431
H -1.32708 2.26418 3.84306
C -4.86940 0.86717 -0.27328
O -3.83377 0.42892 0.56711
H -5.69276 0.18167 -0.37616
H -5.30075 1.77009 0.17817
H -4.58148 1.12849 -1.27914
H -3.08821 1.05745 0.37248
C -2.72356 4.18512 -1.12880
O -2.23967 2.89851 -0.85778
H -3.72079 4.19100 -0.72029
H -2.15180 4.79032 -0.45360
H -2.86506 4.49247 -2.16834
H -1.27378 2.95257 -0.96697
C 1.77662 -1.51929 3.43201
O 0.42069 -1.04106 3.32114
H 1.88253 -2.59201 3.16875
H 2.43319 -0.83268 2.93789
H 2.06860 -1.49773 4.47589
H -0.11156 -1.20367 4.14535
C -0.59448 -0.70948 -0.21398
O -0.19456 -1.74334 0.65540
H -1.61857 -0.46358 0.03501
H 0.09225 0.17223 -0.17798
H -0.60146 -1.11390 -1.23231
H -0.09298 -1.36763 1.56666
C -3.22217 -2.65027 2.00520
O -3.65179 -1.56244 2.78665
H -2.55787 -3.26873 2.61644
H -4.08919 -3.23689 1.63640
H -2.70110 -2.30785 1.12033
H -3.96811 -0.89645 2.13260
C 5.28413 -2.60723 3.25939
O 5.32669 -2.49837 1.82949
H 4.62842 -3.41721 3.55352
H 6.26737 -2.89504 3.63801
H 4.95806 -1.64070 3.64704
H 5.55419 -3.36716 1.44393
C 2.34743 4.24455 3.75224
O 2.11568 3.07516 3.00413
H 1.80769 5.10198 3.32921
H 2.20881 4.13542 4.84682
H 3.41723 4.37649 3.54783
H 1.23004 2.72729 3.21384
C -3.62510 3.00031 3.29464
O -2.89918 3.33330 4.47554
H -3.07876 3.22371 2.36029
H -3.78548 1.92436 3.30789
H -4.58210 3.58599 3.21239
H -2.55427 4.22359 4.52624
C 3.54405 0.85046 0.03419
O 2.32973 1.48005 0.58213
H 3.23620 0.45519 -0.91019
H 4.33882 1.58927 -0.12258
H 3.85095 0.08117 0.72633
H 2.67338 2.16896 1.19295
C 2.67474 4.86570 -1.86693
O 3.38847 4.37035 -3.00969
H 1.63522 4.89389 -2.11006
H 2.82655 4.15853 -0.99397
H 2.97092 5.81840 -1.49085
H 4.29893 4.62899 -2.98119
C 1.13456 -1.99125 -6.48559
O 0.15177 -1.08488 -6.09941
H 0.71101 -2.92491 -6.88712
H 1.69450 -1.46005 -7.27596
H 1.86376 -2.14703 -5.63361
H -0.45016 -1.37008 -5.39559
C -3.97534 2.08347 -4.90711
O -4.84301 3.07717 -5.53037
H -4.63985 1.32948 -4.46843
H -3.38956 1.43369 -5.53222
H -3.41838 2.47867 -4.03092
H -4.33044 3.72269 -6.02430
C -2.71562 -0.35678 5.97437
O -1.99957 -0.29086 4.79516
H -3.76921 -0.09395 5.89698
H -2.69627 -1.36825 6.43952
H -2.23901 0.30122 6.67957
H -2.52885 -0.72276 4.09017
C 1.05001 2.96316 -6.63837
O 1.42811 4.06738 -5.85760
H 0.04284 3.19770 -6.95968
H 1.67700 2.83406 -7.53356
H 0.98133 2.02302 -6.07871
H 2.33733 3.88720 -5.47833
C 0.91049 2.02524 -3.19335
O 0.48080 2.38236 -1.84599
H 0.46839 2.74345 -3.84614
H 1.96648 2.28628 -3.26751
H 0.62366 1.01321 -3.32632
H 1.16680 2.20227 -1.14348
C 0.68381 -4.64741 -3.32238
O 0.02622 -3.70522 -2.48404
H 0.44996 -5.70481 -3.10662
H 0.44717 -4.44466 -4.35571
H 1.77422 -4.54083 -3.23610
H 0.38667 -3.69040 -1.52983
C 1.80954 -7.07222 -0.61823
O 2.32863 -7.15860 -1.90114
H 2.55695 -6.81373 0.15208
H 1.05134 -6.27853 -0.58552
H 1.23746 -8.00245 -0.30906
H 2.95319 -7.85220 -1.98419
C -2.21076 -3.23024 -4.74545
O -1.33672 -2.20134 -4.23309
H -1.82492 -4.25310 -4.73348
H -2.98010 -3.26845 -3.98664
H -2.63792 -3.01074 -5.70351
H -0.77960 -2.59577 -3.51560
C -0.38619 -5.68256 1.98837
O -1.78619 -5.89680 1.81503
H 0.01187 -4.81872 1.47749
H -0.26981 -5.61465 3.07887
H 0.17794 -6.50317 1.53535
H -2.06145 -5.79881 0.92617
```

Record 2
Computed, not measured: a 31-piece molecular cluster, C24H110N48O31 overall, with ωB97M-V/def2-TZVPD.

XYZ file:
```
213
C24H110N48O31, DFT ωB97M-V/def2-TZVPD
C 2.81071 -4.89494 -0.49279
O 2.40096 -3.80926 -0.93260
N 3.78890 -5.60007 -1.05158
N 2.16786 -5.50972 0.48128
H 4.43262 -5.19090 -1.71363
H 4.11204 -6.41927 -0.55703
H 2.62902 -6.28870 0.92918
H 1.40463 -5.04162 0.94869
C -0.20265 3.86652 5.40392
O 0.79553 3.82928 4.80450
N -0.58999 4.75328 6.29194
N -1.12665 2.98351 5.20314
H -0.00652 5.55215 6.49561
H -1.43669 4.56903 6.81082
H -0.93075 2.20748 4.58710
H -1.98003 3.01830 5.74225
C 2.89907 1.15218 -4.11880
O 3.16728 0.15485 -3.48507
N 2.78818 1.20363 -5.44340
N 2.31928 2.24827 -3.62298
H 2.87793 2.17236 -5.71472
H 3.22256 0.43421 -5.93269
H 2.17748 3.07207 -4.18986
H 1.98418 2.22113 -2.67058
C -0.78487 7.49989 0.11828
O -1.36964 6.44248 0.33528
N -0.47895 8.37956 1.09135
N -0.41178 8.00380 -1.05060
H -0.64491 7.98719 2.00711
H 0.09242 9.19837 0.93909
H -0.48018 7.45070 -1.89292
H 0.24428 8.76487 -0.94835
C 1.07923 3.95423 -0.41591
O 0.79571 3.34040 0.54355
N 0.34217 4.13834 -1.49539
N 2.03009 4.83050 -0.44632
H 0.74746 4.87079 -2.06050
H -0.64439 3.93195 -1.56015
H 2.42680 4.98714 -1.36184
H 2.39798 5.20396 0.41698
C -2.03656 1.86299 -2.99204
O -1.99545 2.70651 -2.14040
N -1.09322 0.98893 -3.07491
N -2.93405 1.68547 -3.89283
H -0.98991 0.39176 -3.88289
H -0.54963 0.87384 -2.23149
H -2.86545 0.90803 -4.53391
H -3.64130 2.39916 -3.99555
C 1.43747 -2.62705 3.09636
O 0.84406 -2.34023 4.09873
N 1.41906 -2.09162 1.93187
N 2.25474 -3.58557 2.90438
H 2.09190 -2.39267 1.24140
H 0.91055 -1.21944 1.90307
H 2.76565 -3.73971 2.04687
H 2.42191 -4.04775 3.78673
C -3.75832 3.24617 0.92336
O -4.18854 2.07276 0.98036
N -2.58242 3.55620 0.57611
N -4.59097 4.22908 1.19024
H -2.49945 4.53269 0.33181
H -1.89455 2.82082 0.49766
H -4.36516 5.21219 1.13923
H -5.52950 3.89239 1.35118
C -6.12413 -4.74480 -0.40468
O -7.23601 -4.34362 -0.15112
N -5.08548 -4.24003 0.08051
N -5.83734 -5.77092 -1.19835
H -5.40075 -3.58284 0.77966
H -4.17522 -4.60595 -0.15957
H -6.68355 -6.21035 -1.53142
H -4.92177 -5.65214 -1.60789
C 1.80211 -7.37044 -4.38010
O 2.36147 -7.33146 -5.46061
N 1.31571 -8.46678 -3.84394
N 1.87354 -6.33767 -3.58648
H 1.58646 -9.26555 -4.39961
H 1.11441 -8.55797 -2.85842
H 1.14689 -6.34196 -2.88501
H 2.00168 -5.47317 -4.09276
C -4.75407 0.39511 4.36472
O -4.97020 -0.36121 5.26501
N -5.03028 0.21819 3.14652
N -4.03938 1.50039 4.48090
H -4.70145 0.86083 2.44012
H -5.72123 -0.51216 3.05031
H -3.71465 1.91417 3.61867
H -3.53135 1.63269 5.34374
C 5.39344 1.93230 -0.50354
O 6.49762 1.97209 0.12680
N 4.27084 2.51132 -0.14448
N 5.19530 1.34297 -1.75221
H 3.39579 2.39190 -0.63451
H 4.13903 2.75549 0.82665
H 6.06470 1.13365 -2.22171
H 4.25871 1.19882 -2.10165
C -3.41176 -1.09032 -0.73581
O -2.28313 -1.06875 -0.21452
N -4.40894 -0.30225 -0.56749
N -3.64558 -2.01072 -1.56390
H -4.18747 0.60780 -0.18951
H -5.20187 -0.35161 -1.19114
H -3.03897 -2.81703 -1.51920
H -4.28970 -1.80272 -2.31353
C 1.20787 -2.73353 -4.53861
O 1.12087 -3.83187 -4.99506
N 1.87958 -2.48370 -3.51071
N 0.71001 -1.66483 -5.03645
H 2.13613 -1.51145 -3.41582
H 2.45337 -3.16411 -3.03331
H 1.07425 -0.76185 -4.76801
H 0.00881 -1.76213 -5.75682
C -1.09979 -4.26050 -1.46492
O -2.25890 -4.52793 -1.65683
N -0.18601 -4.46633 -2.37045
N -0.49499 -3.75022 -0.43685
H 0.59939 -3.83172 -2.34759
H -0.58586 -4.83598 -3.22108
H 0.49988 -3.75771 -0.26284
H -1.11955 -3.48191 0.31017
C -2.03396 6.88873 3.92593
O -0.94599 7.43808 3.77554
N -2.94275 7.22613 4.74984
N -2.37494 5.83433 3.32876
H -3.65235 6.60753 5.11579
H -2.66014 8.14932 5.04640
H -1.77783 5.29062 2.72219
H -3.37769 5.71731 3.29859
C 2.49876 0.70392 5.88116
O 1.34100 0.97512 6.17922
N 3.40883 0.43662 6.75199
N 2.87614 0.46055 4.66284
H 4.34951 0.37238 6.38992
H 3.14160 0.70690 7.68774
H 2.09642 0.54205 4.02605
H 3.81399 0.36856 4.29943
C 0.83708 0.13270 -0.65746
O 1.96440 0.51842 -0.82105
N 0.51939 -1.10184 -0.99252
N -0.21741 0.82725 -0.25623
H -0.38716 -1.52661 -0.85896
H 1.28386 -1.54418 -1.48244
H -1.11950 0.38188 -0.16691
H 0.00696 1.72563 0.14711
C -2.40639 -5.15252 -5.48902
O -3.28866 -5.74146 -6.04373
N -2.53351 -4.01523 -4.91897
N -1.12001 -5.52520 -5.61248
H -3.38642 -3.48606 -5.03131
H -1.66072 -3.51034 -4.86043
H -0.88364 -6.30868 -6.20443
H -0.48199 -4.86108 -5.19779
C 2.27703 6.17694 3.28425
O 3.30156 5.67511 2.94719
N 2.18805 7.04541 4.24532
N 1.15146 6.04827 2.57224
H 2.96023 7.21937 4.87268
H 1.27315 7.46027 4.34998
H 1.11932 5.40909 1.79088
H 0.34096 6.52560 2.94012
C 5.48821 -4.98417 -3.89554
O 4.86912 -4.42138 -4.80171
N 5.97056 -6.15486 -4.01386
N 5.73411 -4.40046 -2.74129
H 6.75559 -6.41970 -3.43621
H 5.93142 -6.58255 -4.92800
H 5.23520 -3.54337 -2.55000
H 6.54085 -4.61819 -2.17396
C -3.40042 -5.60984 3.59418
O -3.60318 -6.57840 4.30111
N -2.69185 -5.65246 2.54809
N -3.85981 -4.47400 3.83849
H -2.22438 -6.51417 2.30516
H -2.39826 -4.75695 2.18482
H -3.58408 -3.83169 3.10944
H -4.31775 -4.21850 4.70169
C -5.69602 3.66923 -3.01352
O -5.05523 4.69634 -3.20240
N -6.93167 3.45534 -3.42035
N -5.18334 2.71566 -2.32992
H -7.44655 2.63543 -3.13268
H -7.42154 4.24118 -3.82357
H -4.28359 2.81177 -1.88124
H -5.67262 1.87853 -2.04724
C 4.40427 -1.71324 0.97029
O 4.74519 -2.87123 1.03878
N 4.03999 -1.15611 -0.16400
N 4.34966 -0.94401 2.00445
H 4.13696 -1.82969 -0.91032
H 3.56457 -0.26785 -0.23514
H 4.78209 -1.14454 2.89489
H 3.88502 -0.05319 1.90120
O 3.81273 3.11825 2.38369
H 3.61379 4.05412 2.41204
H 3.43191 2.76745 3.18877
O 1.27620 1.45515 2.48909
H 0.39896 1.40090 2.10997
H 1.63620 2.27263 2.14506
O 5.12230 3.68286 -3.45003
H 5.40639 3.35824 -4.30451
H 4.30619 3.21444 -3.27458
O -1.60602 0.90488 2.57166
H -1.27455 0.33886 3.26879
H -2.16902 0.33531 2.04739
O -2.95593 -2.77180 1.82978
H -2.83529 -2.20263 1.06970
H -3.89014 -2.71100 2.02925
O 4.86047 -1.80323 -2.81254
H 4.17171 -1.15708 -2.96851
H 5.66508 -1.28770 -2.75715
O -0.64961 -0.12289 4.95592
H -0.07559 0.51977 5.37273
H -0.05200 -0.75193 4.55167
```

| no. | orbital gap (eV) |
| --- | --- |
| 1 | 9.73 |
| 2 | 7.69 |